[1]
{"formula": "C33H45BrN7O2S2", "method": "ωB97M-V/def2-TZVPD", "species": ["C", "C", "C", "C", "C", "C", "C", "N", "N", "C", "O", "C", "N", "C", "Br", "N", "C", "O", "C", "C", "N", "C", "C", "C", "S", "C", "S", "N", "C", "C", "C", "C", "C", "C", "C", "C", "C", "C", "C", "C", "H", "H", "H", "H", "H", "H", "H", "H", "H", "H", "H", "H", "H", "H", "H", "H", "H", "H", "H", "H", "H", "H", "H", "H", "H", "H", "H", "H", "H", "H", "H", "H", "H", "H", "H", "H", "H", "H", "C", "C", "C", "C", "N", "H", "H", "H", "H", "H", "H", "H"], "coordinates": [[6.2147, 1.9108, 3.0713], [7.0212, 3.0259, 2.3939], [6.1994, 3.9763, 1.5017], [4.7895, 4.3384, 2.0676], [3.6983, 3.6149, 1.2820], [2.3192, 3.6341, 1.9623], [1.1699, 3.4907, 0.9536], [1.0686, 2.1162, 0.3956], [1.8386, 1.1083, 0.9983], [1.3303, 0.5987, 2.0171], [0.9620, 0.2483, 3.0451], [0.3224, 1.9342, -0.6906], [-0.3581, 2.9714, -1.2125], [-0.9347, 2.4856, -2.2962], [-1.9317, 3.6028, -3.3978], [-0.6469, 1.1932, -2.4708], [-1.0900, 0.4113, -3.6316], [-2.2205, -0.3668, -3.4268], [-3.4522, 0.3643, -3.3136], [-4.5892, -0.6557, -3.1893], [0.1497, 0.7960, -1.4211], [0.6768, -0.5652, -1.2825], [-0.3443, -1.6901, -1.4658], [-1.6128, -1.6043, -0.5981], [-1.4199, -0.6123, 0.9202], [-1.8222, -1.8485, 2.1648], [-0.6598, -2.4646, 3.1053], [-3.2051, -2.2075, 2.2433], [-3.3792, -3.5954, 2.6393], [-3.0547, -4.5804, 1.7130], [-3.1604, -5.9282, 2.0064], [-3.6309, -6.3087, 3.2616], [-3.9584, -5.3345, 4.1891], [-3.8464, -3.9802, 3.8897], [-3.9640, -1.2829, 3.0432], [-3.4084, -0.3272, 3.8826], [-4.2306, 0.5013, 4.6379], [-5.6128, 0.4131, 4.5728], [-6.1673, -0.5320, 3.7020], [-5.3559, -1.3613, 2.9546], [5.6570, 2.3103, 3.9207], [6.9064, 1.1663, 3.4629], [5.4969, 1.4502, 2.3924], [7.7625, 2.5447, 1.7497], [7.5758, 3.6213, 3.1209], [6.0445, 3.5056, 0.5270], [6.7319, 4.9113, 1.3274], [4.6636, 5.4187, 1.9690], [4.7408, 4.1076, 3.1321], [3.9825, 2.5747, 1.1090], [3.5914, 4.0785, 0.2957], [2.2374, 2.9184, 2.7804], [2.1740, 4.6236, 2.4072], [1.3889, 4.1901, 0.1509], [0.2302, 3.7531, 1.4406], [-1.2258, 1.0671, -4.4924], [-0.2837, -0.2812, -3.8805], [-3.6119, 1.0228, -4.1679], [-3.4150, 0.9247, -2.3724], [-4.2493, -1.5260, -2.6298], [-5.3740, -0.1949, -2.5888], [-4.9610, -0.9468, -4.1674], [1.4448, -0.6994, -2.0514], [1.1725, -0.7191, -0.3352], [-0.6615, -1.8130, -2.4993], [0.1765, -2.6142, -1.2124], [-1.8681, -2.6125, -0.2722], [-2.4830, -1.2454, -1.1376], [-2.7133, -4.2823, 0.7270], [-2.8899, -6.6754, 1.2736], [-3.7233, -7.3556, 3.5181], [-4.3044, -5.6052, 5.1784], [-4.0930, -3.2472, 4.6451], [-2.3359, -0.2109, 3.9656], [-3.8138, 1.2528, 5.2977], [-6.2406, 1.0630, 5.1645], [-7.2467, -0.5999, 3.6553], [-5.8404, -2.0719, 2.2959], [3.4241, -1.8325, -7.1814], [2.4725, -0.7288, -6.7345], [2.9438, -0.0151, -5.4618], [2.9392, -0.9004, -4.2976], [2.9460, -1.5961, -3.3828], [3.4841, -2.6317, -6.4410], [3.0809, -2.2726, -8.1166], [4.4294, -1.4409, -7.3434], [1.4749, -1.1461, -6.5791], [2.3854, 0.0143, -7.5286], [2.2921, 0.8368, -5.2518], [3.9491, 0.3850, -5.6025]], "forces_ev_per_angstrom": [[0.218, 0.589, 0.275], [-0.082, -0.004, -0.608], [-0.674, -0.004, 0.424], [0.682, -0.071, -0.510], [-0.473, -0.242, 0.441], [-0.025, 0.407, -0.517], [0.550, 0.024, 0.888], [-0.006, 0.551, 0.124], [-0.400, -0.966, -0.212], [-0.056, 1.190, 0.151], [0.288, -0.371, -0.059], [0.333, -0.714, 0.120], [-0.301, -0.055, -0.500], [0.767, 0.553, 1.144], [0.125, -0.435, 0.020], [-1.197, 0.439, -1.455], [0.216, -1.337, -0.294], [0.195, 0.352, -0.200], [-0.390, -0.794, 0.730], [0.366, 0.565, 0.140], [0.010, 0.653, 0.858], [0.295, -1.036, -1.261], [-0.413, 0.053, 0.363], [-0.201, -0.335, 0.192], [-0.266, 0.123, 0.189], [-0.029, -0.373, 0.081], [-0.152, -0.077, -0.288], [1.168, -0.116, 0.769], [-0.291, -0.322, -0.013], [0.091, 0.119, -0.455], [-0.200, 0.126, 0.451], [0.169, -0.008, -0.096], [-0.120, 0.199, 0.097], [0.199, -0.038, -0.100], [-0.800, 0.419, -0.448], [0.240, -0.052, -0.047], [-0.446, 0.405, 0.229], [0.369, -0.499, -0.522], [0.010, 0.422, 0.602], [-0.373, 0.020, -0.133], [-0.056, -0.123, -0.002], [-0.160, -0.164, -0.041], [0.132, -0.148, -0.064], [0.130, 0.138, 0.089], [-0.051, -0.170, 0.183], [0.088, 0.051, -0.044], [0.257, -0.159, -0.036], [-0.237, -0.023, 0.098], [-0.110, -0.032, 0.007], [0.097, 0.038, -0.041], [0.135, 0.012, -0.006], [0.104, -0.001, 0.026], [-0.066, -0.043, 0.026], [-0.341, -0.088, -0.193], [-0.122, -0.042, -0.218], [0.070, 0.480, 0.324], [0.018, 0.075, 0.059], [0.198, 0.112, 0.010], [0.036, 0.304, -0.213], [0.051, -0.071, -0.127], [-0.216, -0.077, -0.267], [-0.089, -0.154, 0.074], [-0.044, 0.071, 0.222], [-0.131, 0.681, 0.159], [0.059, 0.047, 0.021], [0.209, 0.128, 0.029], [-0.046, 0.084, 0.016], [0.141, 0.195, -0.148], [-0.002, 0.017, 0.056], [-0.014, 0.031, -0.049], [-0.009, 0.006, -0.011], [-0.011, -0.109, -0.044], [-0.011, 0.044, -0.039], [0.002, -0.083, 0.033], [0.256, -0.114, -0.067], [-0.010, 0.001, 0.020], [0.030, -0.164, -0.213], [0.267, -0.118, -0.048], [-0.054, -0.011, 0.044], [0.105, -0.169, -0.178], [-0.205, 0.078, -0.225], [0.215, 0.022, 0.042], [-0.101, 0.037, -0.137], [0.023, 0.018, 0.015], [0.017, -0.010, 0.001], [0.003, -0.005, -0.001], [-0.013, 0.056, 0.045], [-0.015, 0.065, 0.068], [0.034, -0.010, 0.095], [0.041, -0.060, 0.075]], "mulliken_charge": [-0.973, -0.492, -0.767, -0.815, -0.205, -0.841, -0.797, 0.703, -0.941, 0.741, -0.354, 0.595, -0.622, 0.271, 0.017, 0.203, -1.489, -0.280, -0.059, -1.263, 0.470, -0.257, -0.586, 0.957, 0.063, -0.262, -0.083, 0.505, -0.286, 0.116, -0.869, -0.405, -0.876, 0.166, -0.190, -0.022, -0.844, -0.500, -0.677, 0.014, 0.284, 0.384, 0.173, 0.335, 0.283, 0.358, 0.371, 0.409, 0.435, 0.223, 0.248, 0.169, 0.490, 0.478, 0.324, 0.635, 0.437, 0.435, 0.218, 0.294, 0.367, 0.357, -0.363, 0.373, 0.291, 0.700, -0.322, -0.403, 0.241, 0.422, 0.406, 0.379, 0.460, 0.420, 0.380, 0.416, 0.387, 0.428, -1.215, -0.364, -0.386, 0.211, -0.499, 0.347, 0.361, 0.309, 0.238, 0.364, 0.224, 0.420], "gap_ev": 7.64, "total_charge": 1}

[2]
{"formula": "C33H45CuN5S", "method": "ωB97M-V/def2-TZVPD", "species": ["Cu", "N", "N", "C", "C", "C", "C", "H", "H", "H", "C", "C", "H", "H", "H", "C", "C", "H", "H", "H", "C", "H", "H", "H", "C", "H", "H", "H", "C", "H", "C", "H", "C", "H", "C", "H", "C", "C", "H", "C", "C", "H", "C", "H", "N", "C", "C", "C", "H", "C", "C", "H", "H", "H", "C", "H", "C", "C", "H", "H", "H", "C", "H", "H", "H", "C", "C", "N", "C", "S", "N", "C", "C", "H", "H", "H", "H", "H", "H", "H", "H", "H", "H", "H", "H"], "coordinates": [[0.3486, -0.2710, -0.9379], [1.2303, -3.0999, 3.9285], [0.0643, -2.9822, -2.2838], [1.3394, 1.7069, -0.5200], [2.5449, 0.9852, -0.1952], [2.6955, 0.9445, 1.2293], [3.6722, 0.2095, 1.8898], [4.1881, -0.5791, 1.3464], [2.5516, -1.1130, 2.7706], [3.9407, 0.4176, 2.9265], [1.5045, 1.5712, 1.7944], [1.1059, 1.4860, 3.2101], [1.5735, 2.2732, 3.8208], [1.3786, 0.5135, 3.6405], [0.0138, 1.5753, 3.3146], [0.7630, 2.1412, 0.7564], [-0.4368, 2.9884, 0.9167], [-1.3067, 2.4215, 1.2871], [-0.7117, 3.4517, -0.0377], [-0.2163, 3.7908, 1.6368], [3.5499, 0.4458, -1.1227], [4.4353, 1.1030, -1.1500], [3.1563, 0.3491, -2.1418], [3.8839, -0.5511, -0.8001], [1.2336, 2.5212, -1.7588], [0.2042, 2.8422, -1.9375], [1.5733, 1.9521, -2.6285], [1.8681, 3.4221, -1.6715], [0.4285, -4.0562, 4.3511], [0.5957, -4.4065, 5.3743], [-0.6397, -4.5874, 3.6068], [-1.2960, -5.3022, 4.0803], [-0.8112, -4.1642, 2.2861], [-1.6679, -4.4772, 1.6910], [0.0536, -3.2273, 1.7601], [-0.0726, -2.8251, 0.7421], [1.0719, -2.6710, 2.6312], [1.7535, -1.5545, 2.2064], [1.4580, -1.1843, 1.2240], [0.1055, -1.6508, -2.3293], [0.5958, -3.5067, -3.4485], [0.7640, -4.5542, -3.6233], [0.7637, -2.4824, -4.3588], [1.1983, -2.4542, -5.3413], [0.3562, -1.3227, -3.7007], [0.3498, -0.0181, -4.2255], [1.3886, 0.3954, -5.0869], [1.1642, 1.5336, -5.8719], [1.9309, 1.7925, -6.6158], [0.0150, 2.3166, -5.7328], [-0.2187, 3.5021, -6.6152], [-0.7681, 4.2733, -6.0687], [-0.8099, 3.2486, -7.5060], [0.7382, 3.9123, -6.9557], [-0.9078, 1.9766, -4.7312], [-1.7950, 2.5969, -4.5464], [-0.7491, 0.8212, -3.9624], [-1.7495, 0.5039, -2.8971], [-2.0298, -0.5557, -2.8500], [-2.6471, 1.1035, -3.0904], [-1.3936, 0.7936, -1.8854], [2.6944, -0.3321, -5.1694], [2.6003, -1.3314, -5.6137], [3.2252, -0.4393, -4.2048], [3.3462, 0.2412, -5.8449], [-3.3275, -2.1859, 4.3208], [-2.1638, -1.2810, 4.6567], [-1.4866, -0.6982, 3.4648], [-2.1753, -0.2921, 2.3566], [-1.5762, -0.4733, 0.7566], [-3.4070, 0.2372, 2.5831], [-3.7102, 1.1516, 3.7261], [-2.5825, 2.0666, 4.1530], [-4.1115, -1.6438, 3.7761], [-3.7517, -2.5725, 5.2529], [-2.9885, -3.0398, 3.7237], [-2.4791, -0.4468, 5.2925], [-1.3906, -1.8272, 5.2204], [-0.5787, -1.0891, 3.2334], [-3.9044, 0.4448, 1.7235], [-4.5721, 1.7544, 3.4025], [-4.0481, 0.5171, 4.5540], [-2.1702, 2.6412, 3.3128], [-2.9889, 2.7902, 4.8684], [-1.7764, 1.5231, 4.6620]], "forces_ev_per_angstrom": [[0.541, 0.351, 0.250], [0.244, -0.851, 0.670], [1.347, -0.247, 0.851], [0.194, -0.470, 1.081], [-1.028, 0.240, 1.112], [-1.106, 0.097, -0.831], [1.284, 0.990, -0.154], [0.196, 0.280, 0.291], [-0.360, -0.240, 0.207], [-0.199, -0.337, -0.189], [0.505, 0.742, -1.501], [-0.267, 0.196, 0.775], [-0.063, -0.002, 0.129], [-0.001, 0.190, -0.088], [0.341, 0.072, -0.013], [1.158, -1.396, 0.102], [-0.340, 0.265, 0.153], [0.089, 0.104, -0.135], [-0.103, -0.010, 0.136], [-0.232, -0.007, -0.087], [0.503, -0.143, -0.516], [0.030, -0.190, -0.126], [0.063, 0.041, 0.117], [-0.001, 0.164, -0.151], [0.075, 0.243, -0.334], [0.046, 0.051, -0.185], [-0.087, 0.184, -0.076], [-0.123, -0.008, -0.153], [-0.711, -0.012, -0.556], [-0.064, 0.004, -0.044], [0.372, -0.512, 1.402], [-0.117, -0.212, -0.010], [0.418, 1.290, -1.082], [0.141, -0.214, 0.019], [-0.838, -1.011, 0.232], [0.197, -0.418, 0.645], [0.126, 1.615, -0.703], [-1.123, -1.456, -0.267], [0.525, 0.094, 0.216], [-0.703, -0.614, -1.110], [-0.836, 1.781, -0.792], [-0.053, -0.176, 0.130], [-0.293, -0.414, 0.623], [-0.392, -0.195, -0.078], [1.142, -0.259, 1.158], [0.232, -0.110, -0.438], [-0.947, 0.276, 0.151], [0.104, -0.067, 0.156], [-0.313, 0.095, 0.321], [-0.062, -0.459, 0.470], [-0.002, 0.224, -0.183], [0.096, 0.047, -0.110], [0.091, -0.007, 0.122], [-0.181, 0.071, 0.011], [0.432, -0.159, -0.159], [0.407, -0.148, -0.139], [0.206, 0.003, -0.306], [-0.712, 0.334, 0.204], [0.183, 0.311, 0.000], [-0.044, -0.067, 0.042], [-0.139, -0.180, -0.555], [0.706, -0.101, -0.583], [0.172, 0.357, 0.229], [-0.511, 0.036, -0.335], [0.005, -0.104, 0.221], [-0.279, -0.255, 0.012], [0.840, 0.540, -0.344], [-0.823, -0.290, -0.508], [1.303, -0.636, -0.350], [-1.067, 0.296, 1.193], [-0.634, 1.092, 0.143], [-0.298, -0.808, -0.796], [0.143, 0.296, 0.312], [0.190, -0.249, 0.156], [-0.013, -0.019, -0.036], [-0.013, 0.209, 0.073], [-0.066, -0.161, 0.156], [-0.211, 0.126, -0.400], [0.321, -0.072, -0.061], [0.393, 0.033, 0.205], [0.217, -0.219, 0.058], [-0.041, 0.321, 0.093], [-0.041, -0.307, 0.173], [0.017, -0.028, 0.006], [-0.157, 0.180, -0.322]], "mulliken_spin": [0.008, 0.002, 0.000, 0.116, 0.202, -0.263, 0.857, 0.009, -0.014, -0.057, 0.154, -0.042, 0.007, 0.008, 0.003, -0.043, 0.013, 0.001, -0.003, -0.006, 0.002, -0.003, 0.008, 0.022, -0.081, 0.001, 0.016, 0.005, -0.002, 0.000, 0.004, 0.002, 0.001, 0.000, 0.003, 0.001, 0.045, -0.032, 0.022, 0.010, 0.000, 0.000, 0.001, 0.000, -0.006, 0.010, -0.006, 0.000, 0.000, 0.001, 0.000, 0.000, 0.000, 0.000, 0.001, 0.000, -0.003, 0.011, -0.001, 0.000, -0.008, 0.002, 0.000, -0.003, 0.000, 0.000, 0.000, 0.004, 0.007, 0.014, 0.000, 0.001, 0.001, 0.000, 0.000, 0.000, 0.000, 0.000, -0.002, 0.000, 0.000, 0.000, 0.000, 0.000, 0.001], "gap_ev": [3.47, 3.69], "spin_multiplicity": 2, "total_charge": -2}